Record 1
Density functional theory data (ωB97M-V with the def2-TZVPD basis set) for a cluster of 5 separate species, C10H32BrN3O4 in total.

Last column: Mulliken charge in e.
Geometry (Å):
H -2.984 -1.015 -4.668  0.2562
C -2.893 -0.061 -4.152  -0.8019
O 2.936 -2.543 0.700  -0.3754
H -2.785 1.800 1.025  0.2088
C -4.081 0.056 -0.046  -1.8014
C 1.393 -2.135 -1.074  0.3571
N -0.249 -0.167 1.574  0.4222
O 1.679 1.956 0.317  -0.3578
H 0.809 -3.246 0.556  0.2199
H -1.960 0.444 -4.424  0.3249
O 1.654 1.350 3.164  -0.5208
H 3.162 2.800 3.187  0.4357
H -2.315 2.453 -0.278  0.2983
H 4.689 -1.621 1.369  0.2954
H 2.686 3.678 0.949  0.4616
C 2.606 2.162 2.492  -0.5879
H 3.393 1.477 2.157  0.1931
Br -1.561 -1.321 4.243  -0.8289
H -0.853 0.371 0.934  0.3321
H -0.399 -3.070 -0.538  0.2153
H 1.560 -0.635 -2.600  0.4833
H 1.100 3.403 1.679  0.2370
C 3.719 -1.993 1.731  -0.5771
N -2.130 1.605 0.265  -0.7306
C -2.707 0.493 -0.542  1.5257
H -2.084 -0.401 -0.410  -0.5189
H 3.425 -1.455 -1.017  0.4585
H 0.436 -0.205 -1.272  -0.0717
C 0.801 -1.010 -1.908  -1.0291
H -0.818 -0.416 2.421  0.0823
H 3.907 -2.774 2.461  0.2813
C -2.690 0.840 -2.005  -0.9960
H 2.374 -0.652 0.159  -0.1399
H 1.617 2.389 -0.539  0.2261
H 0.531 0.452 1.818  0.0291
O -2.951 -0.299 -2.767  -0.3374
H -4.377 -0.899 -0.478  0.3917
H 0.076 -1.040 1.138  0.2125
H -3.749 0.534 -4.501  0.3313
H -0.014 -1.407 -2.516  0.3900
H 1.135 1.881 3.777  0.2601
H 3.212 -1.135 2.193  0.1385
H -3.395 1.659 -2.233  0.4824
H -1.691 1.254 -2.246  0.3350
C 2.603 -1.625 -0.307  -0.3813
H 1.747 -2.959 -1.709  0.3390
H -4.871 0.762 -0.334  0.3605
N 0.397 -2.611 -0.118  -0.6480
C 2.016 2.904 1.329  -0.3882
H -4.109 -0.026 1.042  0.5075

Values from the calculation:
multiplicity = 1
LUMO level = 0.075 eV
highest occupied orbital energy = -7.1 eV



Record 2
Density functional theory data (ωB97M-V with the def2-TZVPD basis set) for a cluster of 6 separate species, C10H32N4O10 in total.

Last column: Mulliken charge in e.
Geometry (Å):
H -23.178 -1.910 -17.785  0.2306
O -21.786 -0.211 -16.076  -0.5422
C -16.126 -1.600 -15.878  -0.3469
H -18.202 -1.850 -15.451  -0.0725
O -16.502 0.972 -18.733  -0.6156
H -13.593 -4.016 -19.785  0.3785
O -12.481 -0.920 -12.736  -0.6783
C -22.232 -2.266 -17.365  -0.4074
C -14.274 -4.036 -18.936  -0.2134
H -11.753 -0.972 -15.807  0.1627
H -21.975 -0.670 -15.252  0.3356
H -15.755 -5.304 -20.789  0.2799
H -14.412 -2.483 -16.352  0.2949
N -12.334 -0.890 -14.992  -0.3409
H -9.847 -0.650 -14.464  0.1650
H -18.743 -4.714 -15.090  0.3956
H -18.132 2.295 -20.194  0.2162
H -18.799 2.030 -16.792  0.2142
H -14.319 -6.120 -19.274  0.2841
O -16.074 -5.457 -19.896  -0.5467
C -17.458 1.639 -18.351  0.6773
H -12.660 -3.975 -17.789  0.2721
O -13.612 -3.922 -17.675  -0.5137
H -20.298 -1.505 -16.772  -0.0953
H -21.006 -0.593 -17.950  0.3286
H -16.401 -4.049 -15.647  0.2556
C -21.294 -1.113 -17.028  0.0547
H -20.992 -5.190 -18.689  0.3712
O -17.265 -3.654 -15.499  -0.4586
H -22.466 -2.827 -16.459  0.2700
H -21.321 -2.800 -19.126  0.2862
C -19.840 -5.441 -17.175  -0.1723
H -18.855 3.021 -18.739  0.1737
H -13.309 -1.155 -15.066  0.2687
H -15.052 -3.273 -19.045  0.1956
C -11.787 -0.831 -13.766  0.5950
H -16.137 -1.643 -16.970  0.4055
O -21.706 -3.155 -18.323  -0.4585
O -14.904 -2.297 -15.545  -0.6763
H -21.195 -4.850 -15.644  -0.0211
N -18.181 2.450 -19.207  -0.4429
H -18.852 -5.913 -17.252  0.2700
O -19.330 -5.433 -14.796  -0.5350
H -15.475 -5.717 -17.997  0.3287
C -20.364 -5.566 -15.749  -0.1377
H -10.147 -0.514 -12.719  0.2413
H -17.158 -2.168 -14.061  0.3286
H -15.968 -0.561 -15.567  0.1222
O -20.745 -5.931 -18.130  -0.5633
H -19.546 -4.392 -17.311  0.1478
C -15.022 -5.354 -18.914  -0.4581
N -17.934 1.619 -17.068  -0.3840
N -10.449 -0.661 -13.665  -0.3999
H -17.442 0.941 -16.509  0.1602
H -20.878 -6.501 -15.512  0.3394
C -17.253 -2.293 -15.142  0.0306

Values from the calculation:
multiplicity = 1
energy relative to the best compared isomer or geometry (same formula, charge and spin) = 20.8 kcal per mole
LUMO level = 0.183 eV
SMILES = NC(N)=O.NC(N)=O.OCCO.OCCO.OCCO.OCCO
highest occupied orbital energy = -9.3 eV



Record 3
Density functional theory data (ωB97M-V with the def2-TZVPD basis set) for a cluster of 7 separate species, C10H33N4O7 in total.

Last column: Mulliken charge in e.
Geometry (Å):
C 6.111 3.641 -2.067  -1.0279
H -3.480 5.284 -2.408  0.2827
C -2.524 5.201 -2.925  -1.0081
H 3.852 2.746 3.981  0.2097
H 2.472 2.129 3.067  0.1779
H 0.487 -4.650 -2.412  0.3324
H -5.568 0.956 -0.041  0.2357
H -0.164 -6.623 -3.864  0.3305
O -0.490 -3.343 -3.673  -0.5395
O 0.387 0.045 -0.043  -1.0385
O -1.680 4.206 -0.987  -0.5321
H -1.611 -6.264 3.534  0.2319
C -0.323 -4.668 -3.141  -0.2665
H -0.633 4.024 -2.671  0.2617
H 0.822 1.313 3.649  0.1993
H 0.744 0.830 5.372  0.1996
H 6.680 3.039 -1.358  0.2799
H -0.477 -2.755 -2.914  0.3088
C 4.687 3.107 -2.079  -0.1608
H 4.111 3.548 -2.892  0.2634
H -1.354 -4.836 2.519  0.1955
H -6.437 1.245 1.464  0.3338
H -6.638 -0.199 0.712  0.2913
H -3.088 -0.761 0.872  0.3507
C -1.664 4.098 -2.324  -0.2001
H -2.821 4.841 -3.910  0.3259
O 2.982 1.650 5.971  -0.7158
H -4.784 -0.283 2.702  0.2777
H 1.720 -4.258 3.266  0.2000
H -1.238 -4.845 -2.575  0.2665
H -1.995 3.076 -2.512  0.2650
H 6.671 3.620 -3.002  0.2808
O -3.938 -1.155 1.082  -0.5176
C -4.635 -0.054 1.647  -0.2871
O 0.700 -6.098 4.443  -0.6996
H 1.347 -0.027 -0.205  0.0818
N 2.951 2.293 3.941  -0.2822
H 3.837 1.323 -2.189  0.3140
C -0.170 -5.609 -4.263  -0.9212
H 6.093 4.683 -1.748  0.3290
H 0.300 -3.610 2.556  0.1754
N 0.728 -4.346 3.100  -0.3658
H 0.725 -5.243 -4.767  0.2473
O 4.729 1.674 -2.138  -0.5419
H 4.142 3.531 -1.236  0.2582
N -1.108 -5.418 3.306  -0.3854
C 0.145 -5.358 3.629  0.6444
H -2.054 6.183 -2.977  0.2671
H -1.064 -5.389 -4.847  0.2364
N 1.222 1.219 4.572  -0.4037
H -3.931 0.772 1.753  0.2826
C -5.841 0.514 0.918  -0.9737
C 2.460 1.682 4.861  0.6053
H -1.395 3.321 -0.747  0.3255

Values from the calculation:
multiplicity = 1
energy relative to the best compared isomer or geometry (same formula, charge and spin) = 110.8 kcal per mole
net charge = -1
LUMO level = 2.510 eV
highest occupied orbital energy = -3.6 eV



Record 4
Density functional theory data (ωB97M-V with the def2-TZVPD basis set) for a structure of composition C10H34BO9SSr.

Last column: Mulliken charge in e.
Geometry (Å):
C -1.268 -0.580 4.061  -0.2398
H 0.556 1.542 -1.446  0.0464
H 2.613 1.971 3.311  0.3126
C 2.438 2.403 2.320  -0.3432
H 2.547 1.795 0.263  0.0513
H -2.122 -0.815 3.429  0.2496
H -1.915 -2.002 -0.885  -0.1881
H -0.738 -5.272 -1.861  0.4011
O 0.228 2.270 -0.889  -0.0268
O 1.053 2.756 2.183  -0.3131
H 0.469 -2.115 0.118  -0.4291
S -3.946 0.734 0.410  1.0725
H -1.177 -1.265 0.789  -0.1982
H 1.242 -1.627 -4.437  0.4176
C 2.870 1.440 1.244  -0.6863
C -2.231 -3.915 -0.986  -0.1539
H 0.125 -1.391 -3.070  0.1115
H -0.700 3.052 -2.522  0.2965
H 0.666 -1.449 4.618  0.3464
O -2.763 1.031 -0.497  -0.7617
H -1.942 -4.138 0.057  0.1731
H -0.470 -0.597 -0.844  0.0140
C 1.373 3.665 -2.503  -0.9663
H 2.883 -0.097 -3.390  0.3007
C 0.070 3.361 -1.808  -0.4052
H 1.231 -0.343 -1.080  0.0873
H -0.126 -3.659 -1.481  0.1232
H -3.040 -4.584 -1.279  0.3621
C 2.184 -0.656 -2.767  -0.3528
H -0.362 4.209 -1.276  0.3802
O -3.275 0.396 1.717  -0.7043
O -4.693 1.999 0.581  -0.7245
C 0.956 -0.955 -3.622  -0.8817
Sr -0.969 1.364 1.177  1.1073
H 2.614 -1.609 -2.442  0.3133
O -4.773 -0.330 -0.118  -0.6426
C -0.996 -4.210 -1.844  -0.8878
H 1.385 4.650 -2.986  0.3944
H -1.560 -0.640 5.114  0.3757
C -0.130 -1.574 3.879  -0.8350
H -0.501 -2.598 3.985  0.3433
H 3.060 3.298 2.221  0.3410
H 3.960 1.389 1.231  0.4234
O -2.655 -2.589 -1.087  -0.5221
H 2.466 0.430 1.306  -0.0783
H -1.182 -3.845 -2.859  0.2232
H 1.556 2.973 -3.326  0.2413
B -0.175 -1.093 0.194  2.1152
H 0.290 -1.537 2.872  0.0073
H 2.216 3.706 -1.813  0.2265
H 0.594 -0.033 -4.086  0.2345
H -0.358 1.115 4.456  0.1942
H 0.553 -0.349 0.753  -1.2982
O 1.870 0.141 -1.642  -0.4387
O -0.848 0.752 3.716  -0.3901
H 0.847 3.429 2.838  0.1810

Values from the calculation:
multiplicity = 1
energy relative to the best compared isomer or geometry (same formula, charge and spin) = 0.0 kcal per mole
net charge = -1
LUMO level = 1.612 eV
highest occupied orbital energy = -3.9 eV



Record 5
Density functional theory data (ωB97M-V with the def2-TZVPD basis set) for a cluster of 7 separate species, C10H34N8O10 in total.

Last column: Mulliken charge in e.
Geometry (Å):
N -0.446 3.959 -3.293  -0.3938
O 0.918 4.716 -1.575  -0.6566
H -1.215 3.327 -3.420  0.1853
H 0.300 -1.298 5.162  0.2195
O 1.020 1.611 0.908  -0.6726
O -1.070 -2.781 2.916  -0.5042
C 5.582 1.562 -1.554  -0.3180
H -4.022 0.737 0.275  0.2061
C -0.130 -0.412 -4.437  0.6737
C -2.015 -3.195 1.951  -0.5979
H 4.987 -0.391 -0.665  0.3424
H -1.565 -3.294 0.962  0.2631
H 0.787 -1.028 -2.677  0.1324
N -4.075 0.071 1.028  -0.2839
O 5.348 2.194 -2.821  -0.5615
H -7.071 -0.826 1.135  0.2593
H 0.249 1.839 3.913  0.2387
H -0.941 -0.711 -0.421  0.2541
N 1.119 1.390 3.667  -0.5609
H 4.863 1.992 -0.855  0.2687
H -3.240 0.162 1.589  0.1271
H -0.704 -0.964 1.924  0.1280
H 5.882 -0.259 -3.227  0.3439
C 1.360 0.245 4.338  0.5926
H -3.315 -4.038 3.727  0.3040
C 0.189 3.859 -2.083  0.6260
N 0.338 0.367 -5.447  -0.4062
H -1.716 -5.412 2.237  0.2894
H -1.475 -2.718 3.785  0.3017
O -1.265 -0.266 1.564  -0.3296
O -5.247 -0.987 2.658  -0.6216
H 1.234 0.809 -5.410  0.1755
H -0.595 2.023 -2.039  0.0781
H 6.169 2.378 -3.282  0.3147
H -3.076 -5.054 1.197  0.3216
H 1.971 1.918 3.547  0.2235
C 5.085 0.106 -1.638  -0.1594
H 6.654 1.578 -1.369  0.3028
H -6.242 -0.323 -0.256  0.2172
H 1.237 -0.473 1.088  0.4636
C -2.528 -4.701 2.071  -0.3977
H 1.673 0.180 -3.527  0.1278
O -1.017 -1.235 -4.559  -0.6182
N -0.126 2.712 -1.477  -0.0939
H 1.375 0.231 -0.516  0.0384
N 0.250 -0.435 4.650  -0.3356
O 5.991 -0.678 -2.362  -0.5239
O 2.500 -0.199 4.398  -0.6537
C 0.798 0.261 0.408  -0.3605
N 0.879 -0.430 -3.481  -0.2984
C -5.200 -0.494 1.556  0.6039
H 0.748 1.512 1.837  0.4612
H -2.827 -2.468 1.905  0.4498
H 4.002 0.072 -1.822  -0.0099
H -0.290 0.323 -6.235  0.2205
H -1.134 1.054 -0.002  0.3318
N -6.265 -0.357 0.748  -0.4887
O -3.339 -4.867 3.246  -0.5054
H -0.205 4.632 -3.997  0.2104
H 0.207 2.513 -0.538  0.0790
C -0.712 0.094 0.281  -0.1979
H -0.650 -0.133 4.314  0.1739

Values from the calculation:
multiplicity = 1
energy relative to the best compared isomer or geometry (same formula, charge and spin) = 56.8 kcal per mole
LUMO level = 0.134 eV
SMILES = NC(N)=O.NC(N)=O.NC(N)=O.NC(N)=O.OCCO.OCCO.OCCO
highest occupied orbital energy = -9.7 eV